No. 1
C6H11N4S3 | the ωB97M-V functional and the def2-TZVPD basis

Calculated values
LUMO (eV): 3.1
Energy above the lowest of the compared OMol25 structures with the same formula, charge and spin (eV): 0.0000
HOMO-LUMO gap (eV): 6.7
Highest occupied orbital energy (eV): -3.65
Total charge: -1
Electronic energy (eV): -44864.2214

Last column: natural (NBO) charge in e.
Cartesian coordinates (Å):
C  0.940  -1.013  0.650  -0.0067
C  -0.351  -0.952  1.072  -0.2514
C  0.499  1.273  0.448  0.2636
C  3.028  0.537  -1.418  -0.4018
C  -3.060  1.058  0.788  -0.4018
C  -1.233  -2.487  -0.939  -0.7984
N  1.440  0.252  0.353  -0.2898
N  -0.728  0.779  0.486  -0.2615
N  2.764  0.618  0.011  -0.4546
N  -1.743  1.551  0.814  -0.4386
S  1.820  -2.472  0.683  -0.3843
S  1.013  2.877  0.499  -0.4077
S  -1.600  -2.068  0.789  0.2736
H  2.348  1.112  -1.963  0.1743
H  4.030  0.839  -1.621  0.1900
H  2.923  -0.476  -1.742  0.2009
H  -3.930  1.808  0.828  0.1852
H  -3.242  0.446  -0.199  0.1998
H  -3.335  0.433  1.647  0.1704
H  -1.428  -1.647  -1.590  0.2183
H  -1.550  -3.502  -0.985  0.2210
H  -0.102  -2.413  -0.898  0.2586
H  3.137  1.358  0.593  0.3964
H  -1.639  2.089  1.695  0.3444

***

No. 2
C30H40Cl2N4O4Ti | the ωB97M-V functional and the def2-TZVPD basis

Calculated values
LUMO (eV): -5.9
Energy above the lowest of the compared OMol25 structures with the same formula, charge and spin (eV): 1.0308
HOMO-LUMO gap (eV): 7.7
Highest occupied orbital energy (eV): -13.60
Total charge: +2
Electronic energy (eV): -94059.9525

Last column: Mulliken charge in e.
Cartesian coordinates (Å):
Ti  -0.199  -0.234  0.060  -0.2535
N  -1.725  1.588  -0.234  -0.5318
C  -2.710  1.720  0.850  -0.5016
C  -1.928  2.028  2.107  -1.1213
N  -0.837  1.051  2.251  0.2832
C  0.272  1.530  3.077  -1.0231
C  1.449  0.608  2.847  -0.2076
N  1.573  0.422  1.385  -0.4405
H  -1.158  2.429  -0.270  0.2244
H  -2.176  1.479  -1.138  0.2965
H  -3.258  0.779  0.944  0.2133
H  -3.449  2.504  0.659  0.5256
H  -2.580  2.047  2.984  0.3757
H  -1.470  3.016  2.021  0.4101
H  -1.219  0.201  2.659  0.2072
H  0.016  1.574  4.140  0.4372
H  0.525  2.540  2.751  0.4027
H  1.266  -0.358  3.326  -0.0019
H  2.363  1.023  3.278  0.2424
H  2.476  0.037  1.118  0.4317
H  1.546  1.357  0.963  0.1694
Cl  2.916  3.999  -5.505  -0.1636
C  2.276  3.035  -4.234  -0.0112
C  1.950  1.711  -4.464  -0.7308
C  1.427  0.926  -3.439  0.6715
Cl  1.036  -0.706  -3.814  -0.1726
C  1.223  1.452  -2.172  -0.9891
O  0.692  0.674  -1.196  0.7081
C  1.572  2.793  -1.936  1.5310
C  1.482  3.503  -0.649  -0.5538
O  1.155  3.026  0.421  -0.5904
C  2.085  3.574  -2.973  -1.3812
H  2.095  1.273  -5.441  0.5252
H  1.678  4.584  -0.724  0.3049
H  2.340  4.608  -2.786  0.4286
C  -7.499  -3.833  0.554  -1.6005
C  -6.133  -3.225  0.450  0.4028
C  -5.112  -3.625  1.304  -1.0727
C  -3.835  -3.100  1.214  0.7994
C  -2.785  -3.663  2.129  -1.2838
C  -3.570  -2.128  0.230  0.2615
C  -4.582  -1.726  -0.672  0.8417
C  -4.402  -0.707  -1.767  -1.0455
C  -5.844  -2.281  -0.527  -1.1106
C  -2.261  -1.487  0.187  1.6645
O  -1.778  -0.980  -0.890  -0.5194
O  -1.497  -1.320  1.207  -0.2985
H  -7.723  -4.132  1.576  0.3981
H  -7.559  -4.725  -0.072  0.3164
H  -8.269  -3.142  0.216  0.4130
H  -5.314  -4.384  2.049  0.4750
H  -3.087  -4.659  2.448  0.5365
H  -2.656  -3.049  3.023  0.3138
H  -1.827  -3.749  1.625  0.0477
H  -4.050  0.251  -1.384  0.0671
H  -5.359  -0.533  -2.254  0.4399
H  -3.687  -1.037  -2.518  0.2316
H  -6.630  -1.964  -1.201  0.4479
C  3.251  -3.652  3.726  -0.8265
N  2.171  -3.602  2.697  0.1369
C  0.826  -3.425  3.315  -0.7694
C  2.415  -2.536  1.641  -0.1410
C  1.749  -2.913  0.347  1.6901
C  2.247  -4.105  -0.199  -0.9668
C  1.728  -4.657  -1.351  -0.9128
C  0.700  -3.981  -1.986  -1.3401
C  0.244  -2.775  -1.478  -0.8456
C  0.739  -2.181  -0.304  1.2913
H  2.998  -4.415  4.457  0.3819
H  3.306  -2.675  4.201  0.3326
H  4.188  -3.889  3.231  0.3551
H  2.164  -4.494  2.195  0.4856
H  0.892  -2.596  4.015  0.3560
H  0.553  -4.338  3.839  0.4534
H  0.120  -3.204  2.520  0.1513
H  3.500  -2.476  1.538  0.4771
H  2.042  -1.621  2.086  -1.1796
H  3.089  -4.601  0.280  0.4845
H  2.125  -5.581  -1.749  0.4344
H  0.259  -4.378  -2.890  0.5096
H  -0.544  -2.288  -2.032  1.0013

***

No. 3
C8H16N | the ωB97M-V functional and the def2-TZVPD basis

Calculated values
SMILES string: C=C(C)C(C)(C)[N+](=C)C
LUMO (eV): -5.1
Energy above the lowest of the compared OMol25 structures with the same formula, charge and spin (eV): 3.5323
HOMO-LUMO gap (eV): 8.5
Highest occupied orbital energy (eV): -13.56
Total charge: +1
Electronic energy (eV): -10035.7430

Last column: natural (NBO) charge in e.
Cartesian coordinates (Å):
C  -0.631  -1.843  -0.424  -0.4299
C  -1.088  -0.645  -0.110  0.0619
C  -2.552  -0.324  0.154  -0.6414
C  0.014  0.503  0.059  0.0673
C  -0.215  1.268  -1.270  -0.6550
C  -0.177  1.338  1.315  -0.6378
N  1.383  -0.023  -0.022  -0.2364
C  2.009  -0.267  -1.132  0.1279
C  1.673  -0.698  1.191  -0.4484
H  0.489  -2.141  -0.627  0.1879
H  -1.361  -2.605  -0.604  0.2284
H  -2.565  0.519  0.774  0.2265
H  -2.994  -1.187  0.437  0.2405
H  -3.012  0.092  -0.690  0.2378
H  -0.786  0.756  -2.066  0.2467
H  0.707  1.589  -1.718  0.2138
H  -0.691  2.317  -1.219  0.2577
H  0.878  1.622  1.690  0.2260
H  -0.656  0.659  1.984  0.2353
H  -0.706  2.359  1.188  0.2690
H  3.054  -0.556  -1.200  0.2374
H  1.649  0.040  -2.079  0.2321
H  1.994  0.059  1.910  0.2493
H  2.622  -1.404  0.904  0.2271
H  0.963  -1.428  1.555  0.2765

***

No. 4
C5H11NO | the ωB97M-V functional and the def2-TZVPD basis

Calculated values
SMILES string: CCCCC(N)=O
LUMO (eV): 0.9
Energy above the lowest of the compared OMol25 structures with the same formula, charge and spin (eV): 0.6971
HOMO-LUMO gap (eV): 10.6
Highest occupied orbital energy (eV): -9.71
Total charge: 0
Electronic energy (eV): -8901.0002

Last column: natural (NBO) charge in e.
Cartesian coordinates (Å):
C  -0.712  -1.067  1.557  -0.6363
C  -1.514  0.072  0.828  -0.3851
C  -0.546  1.210  0.345  -0.4053
C  0.746  0.775  -0.317  -0.5110
C  0.709  -0.300  -1.408  0.6887
N  1.887  -0.396  -2.108  -0.8500
O  -0.189  -1.084  -1.626  -0.6102
H  -0.428  -1.854  0.877  0.2303
H  -0.047  -0.510  2.220  0.1980
H  -1.365  -1.545  2.304  0.2041
H  -2.215  0.475  1.567  0.1931
H  -2.184  -0.425  0.127  0.2173
H  -0.305  1.842  1.195  0.2087
H  -1.206  1.727  -0.356  0.2152
H  1.456  0.338  0.397  0.2273
H  1.321  1.580  -0.780  0.2213
H  1.833  -0.868  -2.988  0.4019
H  2.757  0.030  -1.832  0.3922

***

No. 5
C4H16NO8 | the ωB97M-V functional and the def2-TZVPD basis

Calculated values
LUMO (eV): 3.2
Energy above the lowest of the compared OMol25 structures with the same formula, charge and spin (eV): 1.1946
HOMO-LUMO gap (eV): 8.9
Highest occupied orbital energy (eV): -5.74
Total charge: -1
Electronic energy (eV): -22280.5703

Last column: natural (NBO) charge in e.
Cartesian coordinates (Å):
O  1.786  -2.649  -1.603  -0.5861
C  1.359  -2.658  -0.461  0.4765
C  1.164  -1.396  0.345  -0.1482
C  1.867  -1.558  1.719  -0.6357
N  -0.183  -0.936  0.424  -0.6908
C  -1.227  -1.561  1.156  0.8846
O  -1.079  -2.769  1.389  -0.7643
O  -2.209  -0.797  1.437  -0.8129
H  1.286  -3.664  -0.011  0.1354
H  1.669  -0.570  -0.194  0.2161
H  2.948  -1.406  1.723  0.1996
H  1.584  -0.687  2.319  0.2236
H  1.562  -2.495  2.155  0.2266
H  -0.331  0.054  0.343  0.3979
H  -1.401  2.961  0.121  0.5052
H  -1.848  2.491  -1.262  0.4958
O  -1.502  3.271  -0.791  -1.0155
H  1.580  0.390  -3.008  0.4650
H  1.319  -0.939  -2.327  0.4935
O  0.884  -0.110  -2.578  -0.9772
H  -2.577  0.106  -1.129  0.5123
H  -1.333  0.659  -2.067  0.5110
O  -2.159  0.834  -1.588  -0.9978
H  0.894  2.481  -0.166  0.4659
H  0.284  3.548  -1.136  0.5031
O  1.068  3.326  -0.592  -0.9904
H  -1.804  1.699  2.612  0.4581
H  -1.948  0.680  1.524  0.5029
O  -1.652  1.693  1.646  -1.0544

***

No. 6
C40H37N3O6OsP2 | the ωB97M-V functional and the def2-TZVPD basis

Calculated values
LUMO (eV): -6.3
Energy above the lowest of the compared OMol25 structures with the same formula, charge and spin (eV): 0.0000
HOMO-LUMO gap (eV): 6.4
Highest occupied orbital energy (eV): -12.70
Total charge: +2
Electronic energy (eV): -79867.8381

Last column: Mulliken charge in e.
Cartesian coordinates (Å):
Os  0.334  1.084  -0.595  3.3324
C  3.146  2.011  1.574  -1.1171
P  3.751  0.270  1.468  -0.5502
C  3.050  -0.276  -0.127  1.0795
C  2.974  -1.653  -0.403  -0.6429
C  2.856  -2.115  -1.694  -0.4811
C  2.832  -1.225  -2.776  -0.5331
C  2.881  0.127  -2.528  -1.0257
C  2.938  0.615  -1.207  -0.6122
C  2.937  -0.733  2.756  0.7730
C  1.860  -0.344  3.554  0.0360
C  1.440  -1.148  4.604  -0.6566
C  2.062  -2.365  4.851  -0.5966
C  3.122  -2.771  4.054  -0.7749
C  3.573  -1.947  3.033  -0.3267
C  1.728  2.415  1.802  -0.1414
C  1.313  3.098  2.899  -0.3444
C  -0.084  3.376  2.770  -1.3449
C  -0.472  2.856  1.588  0.7699
C  -1.730  3.063  0.827  -1.8473
P  -1.867  1.674  -0.312  1.7034
C  -2.639  2.257  -1.847  0.4800
C  -2.300  3.507  -2.376  -0.5764
C  -2.828  3.923  -3.588  -0.8135
C  -3.687  3.091  -4.296  -0.6480
C  -4.028  1.849  -3.782  -0.7913
C  -3.513  1.433  -2.560  -0.0350
C  -2.922  0.398  0.393  0.8467
C  -2.939  -0.869  -0.199  -0.6768
C  -3.762  -1.863  0.301  -0.6674
C  -4.575  -1.603  1.397  -0.8711
C  -4.564  -0.349  1.988  -0.8375
C  -3.742  0.652  1.491  -0.9008
N  0.622  2.228  0.947  1.4230
H  3.568  2.503  0.695  0.3135
H  3.708  2.436  2.408  0.5927
H  3.055  -2.362  0.412  0.4845
H  2.825  -3.182  -1.880  0.4973
H  2.826  -1.603  -3.790  0.5046
H  2.926  0.830  -3.353  0.6357
H  3.130  1.670  -1.064  0.4096
H  1.347  0.588  3.370  0.0809
H  0.622  -0.820  5.233  0.4434
H  1.735  -2.983  5.677  0.4666
H  3.627  -3.707  4.252  0.4720
H  4.451  -2.236  2.466  0.5311
H  1.949  3.383  3.723  0.5389
H  -0.697  3.945  3.450  0.5815
H  -1.666  3.974  0.226  0.4599
H  -2.598  3.171  1.473  0.6751
H  -1.634  4.172  -1.841  0.1288
H  -2.580  4.902  -3.976  0.4780
H  -4.103  3.420  -5.239  0.4335
H  -4.715  1.209  -4.319  0.4744
H  -3.824  0.481  -2.151  0.4412
H  -2.306  -1.081  -1.051  0.5932
H  -3.767  -2.840  -0.162  0.4554
H  -5.218  -2.379  1.790  0.4550
H  -5.197  -0.145  2.841  0.4843
H  -3.749  1.616  1.977  0.2225
C  1.685  5.177  -2.776  -0.7140
O  1.155  4.035  -3.514  -0.4978
C  0.824  2.986  -2.834  0.6427
O  0.918  2.884  -1.595  -0.6500
N  0.378  1.950  -3.555  -0.2491
N  0.000  0.837  -2.806  -1.0529
H  1.823  5.946  -3.525  0.3355
H  2.631  4.901  -2.320  0.3083
H  0.968  5.486  -2.020  0.2919
H  0.242  1.989  -4.555  0.2745
H  0.569  0.025  -3.055  0.3500
H  -0.990  0.639  -2.963  0.4407
O  0.045  -0.919  -1.091  -1.3931
C  0.054  -1.317  0.139  0.5387
O  0.128  -0.328  0.932  -1.2630
C  -0.022  -2.700  0.514  0.6925
C  0.081  -3.039  1.861  -0.7952
C  0.040  -4.368  2.270  -1.4238
C  -0.112  -5.311  1.280  1.0435
O  -0.180  -6.643  1.420  -0.4798
C  -0.326  -7.200  0.103  -0.2858
O  -0.359  -6.101  -0.814  -0.5184
C  -0.218  -4.973  -0.074  0.4429
C  -0.175  -3.680  -0.496  -0.9170
H  0.209  -2.254  2.594  0.6946
H  0.127  -4.649  3.309  0.5451
H  -1.263  -7.751  0.049  0.2751
H  0.533  -7.834  -0.114  0.2800
H  -0.247  -3.416  -1.541  0.5994